# 1
This record from OMol25 describes the molecule C5H7NO. The level of theory is the ωB97M-V functional and the def2-TZVPD basis.

XYZ file:
```
14
Properties=species:S:1:pos:R:3:forces:R:3
O -2.810511 -1.040213 -0.425364 -0.17 0.23 0.14
C -1.612311 -1.780418 -0.293218 0.17 -0.23 -0.10
C -0.528351 -1.070178 0.395479 0.26 0.08 -0.13
C 0.462277 -0.423696 0.622164 -0.21 -0.13 -0.19
C 1.620287 0.419785 0.386916 0.10 -0.21 -0.08
C 1.280030 1.587754 -0.467635 -0.04 0.19 -0.31
N 1.747946 1.778543 0.896464 -0.18 0.13 0.31
H -2.783900 -0.289624 0.175343 -0.01 -0.06 0.01
H -1.824118 -2.753626 0.158044 0.02 0.07 0.06
H -1.231846 -1.951583 -1.309473 -0.10 -0.16 0.16
H 2.566588 -0.097783 0.274214 -0.09 0.02 -0.03
H 0.213932 1.672236 -0.660916 0.16 0.15 -0.03
H 1.917584 1.939550 -1.270643 0.14 -0.07 0.17
H 0.982391 2.009251 1.518624 -0.04 0.00 0.01
```
Forces are in eV/Å.

Calculated values
2S+1: 1
Molecular weight in g/mol: 97.12
F_max in Eh/bohr: 0.00741
HOMO level in eV: -9.25
SMILES: OCC#C[C@H]1CN1
LUMO in eV: 0.80
Energy above the lowest of the compared OMol25 structures with the same formula, charge and spin in kJ/mol: 363.37

***

# 2
This record from OMol25 describes a structure of composition C35H43AsLaN8O2PSi in a non-equilibrium geometry. The level of theory is the ωB97M-V functional and the def2-TZVPD basis.

XYZ file:
```
92
Properties=species:S:1:pos:R:3:forces:R:3
La 0.704263 0.001686 0.492853 0.15 0.16 -0.12
C 0.025124 5.795116 2.429537 0.47 -1.44 -0.82
N -0.372740 4.467853 1.865951 -0.66 0.80 1.85
C -1.510780 3.829932 2.363849 0.92 1.26 -0.15
C -1.528573 2.609372 1.799139 1.21 0.43 -0.72
N -0.410891 2.454504 0.987316 0.20 0.45 0.70
C 0.311873 3.607398 1.104979 -1.29 -1.55 -0.40
P 1.812988 3.934625 0.115086 -0.10 0.85 0.83
C 1.170987 3.124900 -1.325358 0.08 -0.90 -0.47
N 1.037395 1.800295 -1.556832 0.74 1.46 0.83
C 0.337724 1.723313 -2.695978 -0.88 -0.64 -1.31
C -0.047923 2.955664 -3.172478 1.51 -0.27 1.73
N 0.559792 3.837672 -2.276354 -1.38 0.16 -1.65
C 0.475598 5.292877 -2.538064 1.81 -0.23 0.99
C 2.952661 2.696481 0.773815 -0.12 1.49 -0.10
N 2.651154 1.510672 1.231320 0.26 -0.83 -0.10
C 3.824265 0.990660 1.709085 -0.14 -0.61 0.13
C 4.810772 1.898754 1.561711 1.47 0.46 0.22
N 4.258307 3.011256 0.992198 -0.31 -0.88 -0.17
C 4.947168 4.206006 0.527252 0.17 -0.48 -0.98
H 0.723982 5.614210 3.258176 -0.62 0.41 -0.01
H -0.880048 6.348921 2.620676 -0.08 0.02 0.61
H 0.531357 6.317732 1.647953 0.54 0.46 -0.45
H -2.131089 4.336162 3.098363 0.03 -0.24 -0.38
H -2.291811 1.901521 1.929874 -0.54 -1.07 -0.07
H 0.204186 0.737726 -3.110093 -0.43 0.11 -0.31
H -0.643555 3.323526 -3.970429 -0.18 -0.03 -0.56
H 1.206846 5.560262 -3.326647 -0.55 -0.11 0.42
H 0.734534 5.830827 -1.612532 -0.05 -0.14 -0.44
H -0.517246 5.553733 -2.804783 -0.84 0.11 -0.37
H 3.898853 -0.010649 2.092397 -0.06 -0.05 0.17
H 5.872969 1.852177 1.819095 -0.59 0.03 -0.12
H 5.955064 4.243786 0.894323 0.34 -0.18 0.47
H 4.410421 5.058136 0.878816 -0.25 0.71 -0.01
H 5.039413 4.182378 -0.576435 -0.30 0.18 0.57
C 3.039369 -4.274068 2.005846 0.76 0.61 -1.11
O 2.885351 -4.077825 0.522197 0.34 -0.99 1.20
C 2.496495 -2.901495 0.156898 -0.21 0.63 1.37
O 2.205872 -2.000500 0.976093 -0.16 0.09 -0.72
N 2.470228 -2.726519 -1.166282 0.10 -0.25 0.77
N 1.864461 -1.590201 -1.651995 0.69 1.21 -0.21
H 3.502520 -5.240532 2.143513 -0.05 -0.14 -0.26
H 2.083084 -4.208834 2.480959 -0.54 0.03 0.13
H 3.709366 -3.483717 2.355414 -0.21 -0.21 0.06
H 2.628327 -3.515016 -1.744699 0.19 -0.65 -0.67
H 1.189291 -1.883460 -2.344832 -0.18 0.30 -0.48
H 2.616893 -0.992364 -2.042933 -0.96 -0.34 -0.15
C -6.113044 0.095602 -1.398343 -0.89 1.12 -0.27
C -5.148911 1.037292 -1.685237 0.92 1.06 0.25
C -3.796327 0.664069 -1.684423 -0.92 0.83 -0.19
C -3.462267 -0.655743 -1.497796 0.47 -0.35 0.22
C -4.430268 -1.597292 -1.237871 -1.25 0.25 -0.51
C -5.774335 -1.217748 -1.200506 0.83 -0.03 0.08
As -1.606536 -1.135183 -1.436494 0.49 -0.13 -0.62
C -1.441329 -2.854311 -0.600470 -0.57 -0.25 -0.48
C -1.809728 -3.132460 0.703130 0.95 -0.41 0.07
C -1.505850 -4.419854 1.172551 -0.07 0.62 0.54
C -0.955976 -5.381275 0.336641 -0.11 0.02 0.50
C -0.700857 -5.129951 -0.981306 -0.42 0.99 -1.31
C -0.952834 -3.843008 -1.481385 0.58 -0.22 1.31
C -0.653428 -3.378819 -2.823797 -0.67 0.21 -1.11
C -0.169191 -4.155805 -3.883735 0.09 -0.06 0.11
C -0.107811 -3.640723 -5.161817 -0.55 1.55 0.03
C -0.518729 -2.303183 -5.408809 0.21 -1.01 0.13
C -0.991301 -1.506851 -4.365192 0.89 -1.04 -0.20
C -1.062396 -2.063857 -3.091951 -0.16 0.67 0.26
H -7.149836 0.454949 -1.346708 0.40 -0.49 -0.02
H -5.420740 2.106787 -1.816952 0.20 -0.95 0.02
H -3.040519 1.420389 -1.815857 0.23 0.15 -0.11
H -4.162943 -2.617536 -1.175485 0.17 -0.98 0.33
H -6.564765 -1.898633 -1.015620 -0.37 -0.83 0.19
H -2.165306 -2.299488 1.313799 -0.10 -0.57 0.17
H -1.617911 -4.648532 2.225354 -0.28 -0.07 -0.07
H -0.695696 -6.346631 0.711223 -0.08 -0.48 0.40
H -0.398785 -5.908657 -1.668865 0.26 -0.08 0.17
H 0.144406 -5.178003 -3.735993 -0.03 -0.14 0.18
H 0.223022 -4.238652 -5.989700 0.16 -0.21 -0.14
H -0.461963 -1.952517 -6.434727 -0.07 0.21 0.21
H -1.203224 -0.480134 -4.550076 -0.47 0.59 -0.08
C 0.872371 0.693370 4.077253 -1.10 -0.69 -0.84
Si -0.518457 -0.457779 3.193529 0.07 0.54 0.96
C 0.057891 -2.174766 3.746158 0.91 -0.24 0.04
C -2.174282 -0.191135 4.100616 0.28 0.37 -0.96
H 0.724095 0.889080 5.133430 -0.11 -0.29 0.26
H 1.006243 1.661403 3.608011 0.13 0.22 -0.26
H 1.753137 0.078054 3.928277 0.56 0.14 0.20
H 0.106613 -2.316261 4.835701 -0.30 0.05 -0.20
H 1.098976 -2.322418 3.403333 -0.25 0.09 0.04
H -0.504833 -2.982101 3.281587 -0.19 -0.06 0.18
H -2.455436 0.861562 4.069251 0.00 0.10 0.22
H -2.077609 -0.515716 5.122173 -0.09 -0.10 0.47
H -2.987609 -0.722444 3.609172 -0.07 -0.24 0.08
```
Forces are in eV/Å.

Calculated values
Charge: +2
2S+1: 1
Molecular weight in g/mol: 880.67
F_max in Eh/bohr: 0.04501
HOMO level in eV: -11.26
LUMO in eV: -4.66
Energy above the lowest of the compared OMol25 structures with the same formula, charge and spin in kJ/mol: 0.00

***

# 3
This record from OMol25 describes the molecule C4H6OS in a non-equilibrium geometry. The level of theory is the ωB97M-V functional and the def2-TZVPD basis.

XYZ file:
```
12
Properties=species:S:1:pos:R:3:forces:R:3
C -0.646167 0.571625 -0.091586 -0.46 3.08 0.59
C -1.856958 1.143503 -0.344062 2.38 -2.97 0.49
C -0.146484 -0.717746 0.427432 0.03 -0.75 -4.73
C 1.352680 -0.469813 0.459300 -0.58 1.30 0.18
O 2.113306 -1.061209 -0.545710 0.15 -0.21 0.86
S 1.146895 1.483599 0.055306 -2.35 -2.96 0.39
H -1.839051 2.125054 -0.620940 -0.13 2.58 -0.66
H -2.821971 0.642859 -0.412148 0.43 -0.29 0.28
H -0.485737 -0.941582 1.387334 -1.03 -0.82 1.28
H -0.375122 -1.453498 -0.466266 0.26 0.53 2.31
H 1.577173 -0.754369 1.519112 1.41 0.51 -1.23
H 1.981436 -0.568428 -1.367772 -0.11 0.01 0.25
```
Forces are in eV/Å.

Calculated values
2S+1: 1
Molecular weight in g/mol: 102.16
F_max in Eh/bohr: 0.09310
HOMO level in eV: -8.83
SMILES: C=C1C[C@@H](O)S1
LUMO in eV: 0.56
Energy above the lowest of the compared OMol25 structures with the same formula, charge and spin in kJ/mol: 265.84